# 1
{"formula": "H80O40", "method": "wB97M-V/def2-TZVPD", "de_lowest_kj_mol": 808.1, "elements": ["H", "H", "O", "H", "H", "O", "H", "H", "O", "H", "H", "O", "H", "H", "O", "H", "O", "H", "O", "H", "H", "O", "H", "H", "O", "H", "H", "O", "H", "H", "O", "H", "O", "H", "H", "O", "H", "H", "O", "H", "H", "O", "H", "H", "O", "H", "H", "O", "H", "H", "O", "H", "O", "H", "H", "O", "H", "O", "H", "H", "O", "H", "H", "O", "H", "H", "O", "H", "H", "O", "H", "H", "O", "H", "H", "O", "H", "H", "O", "H", "H", "O", "H", "H", "O", "H", "H", "O", "H", "O", "H", "H", "O", "H", "H", "H", "H", "H", "H", "O", "H", "H", "O", "H", "H", "O", "H", "H", "O", "H", "H", "O", "H", "H", "O", "H", "H", "O", "H", "H"], "xyz": [[0.881539, -0.031286, -0.946979], [0.264650, -1.146201, -0.375161], [0.672448, -0.322726, -0.046458], [5.607249, -0.336094, -0.700545], [6.235209, -1.649947, -0.381118], [5.689514, -0.975732, 0.038629], [-0.303939, 1.555344, -0.998471], [-0.049173, 1.370303, 0.443430], [-0.569624, 1.956644, -0.167282], [-4.156228, -2.814609, -4.651813], [-3.888374, -1.338655, -4.820064], [-4.335196, -2.081235, -5.243371], [4.475630, -0.032480, -2.553349], [4.889600, 0.995800, -1.640290], [5.098889, 0.050410, -1.819288], [1.551617, 4.154512, 0.965928], [1.440554, 3.719173, 0.115302], [-4.544706, -0.766779, -0.755650], [-5.296373, -0.829564, -1.341131], [-2.780658, 2.854642, 3.684902], [-4.091537, 2.153552, 4.007242], [-3.709821, 2.825545, 3.432017], [2.069485, -2.260337, 2.331972], [1.560475, -1.349319, 1.296252], [1.463263, -1.505730, 2.255718], [3.028222, 2.710126, -2.364348], [4.497561, 3.266178, -1.996366], [3.922332, 2.504149, -2.050308], [-2.320045, 0.342523, -3.986492], [-1.433159, 0.524339, -5.173812], [-1.889013, -0.186546, -4.676028], [4.935301, 2.506516, 1.214181], [4.428973, 2.380966, 2.028242], [-3.179501, -3.821134, -0.225848], [-4.147045, -2.941119, 0.546581], [-3.705306, -3.015929, -0.296551], [-4.505942, -2.438906, 2.734957], [-3.819771, -1.040537, 2.800970], [-4.484254, -1.611689, 3.213731], [0.951271, 3.744642, -2.995623], [1.573176, 4.230932, -1.656442], [1.747149, 4.164136, -2.605561], [-1.306502, 3.614595, -6.075401], [-2.272635, 3.463848, -5.091302], [-1.896606, 2.899144, -5.785169], [-2.934624, -0.948109, 0.159199], [-2.537729, 0.118488, 1.334650], [-2.954965, -0.712142, 1.089812], [-2.945641, 2.500950, -4.113108], [-2.981250, 2.395742, -2.523860], [-3.497102, 2.508672, -3.329836], [1.496231, -5.382904, 1.459024], [2.396194, -5.065224, 1.349288], [-0.218796, 0.401073, 3.341067], [0.030961, -0.125140, 1.976230], [-0.643015, 0.368844, 2.467669], [1.627926, 2.778198, 5.889842], [0.911434, 2.380443, 5.390076], [-2.261852, -5.853198, 2.301743], [-2.022328, -4.431727, 1.625241], [-2.425873, -5.299797, 1.535209], [-0.950786, -5.389102, -0.572522], [-0.961012, -4.046836, 0.053658], [-1.358444, -4.523653, -0.679562], [1.155054, 1.576189, 2.591427], [1.867612, 2.333073, 1.274608], [1.741742, 2.232407, 2.221322], [-3.626505, 1.025671, -1.353633], [-2.104981, 1.252531, -1.011212], [-2.733594, 0.695146, -1.515803], [-1.540935, 3.642576, 1.378462], [-2.338418, 4.885491, 1.040414], [-1.884858, 4.141203, 0.630244], [2.043505, -0.433807, 3.616940], [1.900800, -0.195824, 5.180129], [1.542221, 0.036462, 4.320621], [3.188756, -3.738151, -0.049569], [3.851431, -2.408357, -0.153841], [3.344653, -3.031404, -0.701523], [0.643615, -3.160275, 4.086851], [1.453610, -4.155185, 5.088051], [0.942935, -4.050975, 4.286054], [1.287447, 0.332572, -3.424457], [2.648822, 0.601574, -3.133015], [2.158388, 0.207353, -3.849561], [1.600898, -4.217168, -1.815481], [2.203530, -5.509628, -1.322418], [1.493482, -5.172931, -1.880193], [3.591677, -3.459953, -2.738362], [4.489257, -3.540502, -3.094692], [-1.522406, -1.915180, 2.786163], [-0.216304, -2.137877, 1.745475], [-1.036991, -2.415889, 2.136402], [3.006447, -5.639028, 1.817942], [0.609629, 3.245982, -0.051593], [1.142677, 1.448477, 5.201015], [-5.353739, -0.082751, -1.941014], [3.555385, 2.660087, 1.712214], [4.961479, -3.021717, -2.437024], [-5.202294, 2.322687, 0.456812], [-6.097671, 2.027078, 0.281576], [-4.790290, 1.790403, 1.141592], [-0.462414, -0.427433, -2.452849], [-0.932627, -0.801976, -3.231457], [-1.070412, 0.238616, -2.103597], [-2.449012, -0.997282, 5.187765], [-1.810398, -0.432085, 4.744889], [-3.236407, -1.014023, 4.620622], [0.209479, 1.399845, -5.444936], [1.081023, 0.988168, -5.481390], [-0.213932, 1.547558, -6.291881], [1.248122, 4.973709, 3.223834], [2.155228, 5.287947, 3.328512], [1.251788, 4.264363, 3.871329], [4.015111, -0.918868, 2.113235], [4.059333, -0.307170, 1.384294], [4.789603, -1.196200, 2.594176], [-0.793892, 3.631202, -2.348627], [-1.044073, 4.194688, -1.594470], [-0.840614, 4.232541, -3.084028]], "atomic_forces_ev_per_a": [[0.495, 0.293, 0.060], [-0.417, -0.013, 0.497], [0.334, -1.107, -0.780], [0.084, -1.019, 1.021], [0.113, -0.094, 0.334], [1.187, -1.334, 1.875], [0.141, 0.465, -0.490], [-1.070, 0.534, -0.222], [0.732, -0.718, 0.580], [-0.048, -0.178, 0.095], [0.119, -0.020, -0.229], [-0.048, 0.151, 0.052], [0.332, -0.915, -0.215], [0.222, -0.086, -0.040], [-1.746, 3.094, -3.486], [-1.007, 0.078, 0.303], [1.335, 0.266, -1.208], [0.148, 0.224, -0.125], [-0.889, -0.338, -0.178], [-0.023, 0.019, 0.084], [-0.049, 0.066, 0.065], [0.122, -0.202, -0.110], [0.046, 0.062, 0.457], [0.267, 0.603, 0.254], [0.277, -1.021, -1.226], [0.225, 1.218, 0.014], [-0.518, 0.507, -0.317], [0.406, -1.373, 0.380], [-0.331, -0.192, -0.048], [0.172, -0.721, 0.297], [-0.513, 0.644, 0.044], [0.440, -0.098, 0.309], [0.054, 0.350, -1.068], [0.221, -0.206, -0.245], [-0.272, -0.031, 0.227], [0.047, 0.233, -0.169], [0.244, -0.095, -0.172], [-0.387, -0.585, -0.827], [-0.116, 0.640, 0.890], [0.866, 0.390, 0.725], [-0.094, -0.004, 0.223], [0.189, -0.508, -1.039], [0.407, -0.675, -0.756], [-0.607, -0.353, -0.012], [0.002, 1.737, 0.299], [0.604, 0.214, -0.114], [0.363, 0.050, -0.785], [-0.750, 0.080, 0.944], [0.180, -0.575, 0.569], [0.438, 0.158, -0.682], [-1.006, 0.400, -0.180], [0.086, -0.196, 0.273], [0.300, 0.529, -0.510], [-0.182, -0.014, 0.067], [-0.467, -0.071, 0.011], [0.401, 0.454, 0.342], [0.094, -0.210, 0.069], [-0.359, 0.003, 0.037], [0.136, 0.460, 0.296], [0.175, 0.032, 0.769], [-0.507, -0.545, -0.190], [-0.174, -0.197, -0.323], [-0.031, 0.366, -0.024], [0.484, 0.272, -0.304], [-0.115, -0.245, -0.709], [-1.002, -0.767, -0.271], [0.728, 0.721, 1.060], [0.055, 0.182, 0.241], [-0.922, -0.007, 0.480], [0.472, 0.118, 0.309], [0.058, -0.100, -0.110], [-0.100, -0.004, -0.055], [-0.018, 0.319, -0.021], [-0.122, 0.262, 0.294], [0.280, -0.402, -0.080], [0.009, -0.345, 0.083], [-0.213, -0.086, -0.288], [0.185, 0.381, -0.343], [-0.184, 0.015, 1.232], [0.097, 0.161, 0.556], [-0.112, 0.709, 0.180], [-0.084, -0.868, -0.834], [-0.456, -0.666, -0.714], [1.082, 0.333, 0.046], [-0.757, 0.288, 0.684], [-0.137, 0.003, -0.039], [0.031, -0.078, -0.089], [0.074, -0.002, 0.199], [0.275, -0.237, -0.257], [-0.215, 0.227, -0.104], [0.619, 0.873, -0.156], [0.146, 0.948, 1.081], [-1.099, -2.995, -0.674], [-0.288, -0.182, 0.167], [-0.448, 0.357, 0.881], [0.116, 1.078, -0.140], [0.276, 0.111, 0.118], [0.170, -0.260, 0.874], [0.208, -0.092, -0.035], [0.478, 0.438, -0.599], [0.025, -0.382, 0.308], [-0.386, -0.137, 0.170], [0.671, 0.016, 0.257], [0.303, 0.402, 0.051], [-0.305, -0.707, -0.531], [0.083, 0.071, -0.088], [-0.052, 0.091, 0.005], [0.021, -0.300, 0.205], [-0.007, 0.362, 0.646], [-0.065, -0.088, -0.502], [0.627, -0.127, -0.352], [0.542, 0.331, 0.024], [-0.098, 0.297, -0.235], [-0.452, -0.652, 0.019], [-2.153, -1.055, 1.235], [1.423, 0.173, 0.154], [0.829, 0.771, -0.896], [-0.719, -0.156, 0.582], [-0.015, -0.377, 0.167], [-0.235, 0.385, -0.576]]}

# 2
{"formula": "H80O40", "method": "wB97M-V/def2-TZVPD", "de_lowest_kj_mol": 1228.7, "elements": ["H", "H", "O", "H", "H", "O", "H", "H", "O", "H", "H", "O", "H", "H", "O", "H", "O", "H", "O", "H", "H", "O", "H", "H", "O", "H", "H", "O", "H", "H", "O", "H", "O", "H", "H", "O", "H", "H", "O", "H", "H", "O", "H", "H", "O", "H", "H", "O", "H", "H", "O", "H", "O", "H", "H", "O", "H", "O", "H", "H", "O", "H", "H", "O", "H", "H", "O", "H", "H", "O", "H", "H", "O", "H", "H", "O", "H", "H", "O", "H", "H", "O", "H", "H", "O", "H", "H", "O", "H", "O", "H", "H", "O", "H", "H", "H", "H", "H", "H", "O", "H", "H", "O", "H", "H", "O", "H", "H", "O", "H", "H", "O", "H", "H", "O", "H", "H", "O", "H", "H"], "xyz": [[2.245170, -4.752743, -3.732316], [0.974129, -5.575267, -3.979538], [1.734968, -5.502464, -3.333990], [0.244325, 5.310660, 3.768820], [-0.023879, 3.970427, 4.255380], [0.604318, 4.688871, 4.435500], [2.847982, 1.601471, -2.719300], [1.620771, 0.532004, -2.754777], [2.220875, 1.122340, -3.264945], [0.231019, 0.561665, 0.781530], [-0.478532, 0.153210, 2.264647], [0.112563, -0.049425, 1.610863], [-4.179581, -2.426803, -3.178140], [-3.772102, -3.724221, -3.434469], [-4.667370, -3.254367, -3.268933], [2.796364, -0.550072, 2.831905], [2.515756, 0.231498, 2.373953], [1.998974, 3.835135, 4.014373], [2.527998, 3.042297, 3.659751], [-1.745163, -4.772260, 3.012778], [-1.915601, -3.286647, 2.550785], [-2.261628, -3.971484, 3.119402], [-2.710536, -0.344001, -3.147228], [-2.153257, -1.810785, -3.053261], [-2.846433, -1.206250, -3.485351], [0.932115, -5.583912, -1.366855], [1.726558, -6.122463, -0.421766], [1.006529, -5.471925, -0.393153], [2.276660, 2.936503, 0.139981], [2.475687, 1.399488, 0.422835], [1.864235, 2.099743, 0.188946], [-0.938154, 3.479340, -2.367407], [-1.192687, 2.592571, -2.247439], [2.836573, -2.264628, 1.865387], [1.632912, -3.096277, 2.061405], [2.500424, -2.939595, 2.502656], [3.307579, -2.972520, -1.810264], [4.386942, -3.637449, -2.730345], [3.548317, -3.820080, -2.240443], [2.015282, -2.313334, -4.142609], [0.559329, -2.538663, -4.434802], [1.417028, -2.973549, -4.548866], [1.820267, 6.531029, 0.871897], [2.368630, 6.468713, -0.756804], [2.248527, 6.161952, 0.064678], [-4.246486, 2.978621, -3.015889], [-4.511815, 2.454271, -4.441654], [-3.837175, 2.926881, -3.905106], [-2.513235, 0.047619, -0.835381], [-3.801065, 0.165066, -1.689102], [-3.162993, 0.682802, -1.245435], [-0.877076, 1.410554, -0.928356], [-1.052378, 1.187712, -0.029441], [1.097835, 3.424022, -5.193127], [1.796726, 2.504947, -6.235446], [1.077081, 2.594514, -5.646123], [5.201417, 2.996409, 0.456212], [4.749370, 3.822055, 0.102342], [5.454548, 2.845620, 2.981745], [3.823380, 2.612952, 2.527203], [4.740959, 2.749966, 2.300972], [2.944303, 4.011558, -3.169380], [1.578061, 3.394530, -2.526283], [1.962089, 3.842655, -3.290640], [1.155236, -1.206273, -1.401917], [0.799835, -2.579413, -0.657521], [0.465114, -1.813824, -1.226788], [-0.465363, -1.222529, 5.151876], [-1.754792, -1.815265, 4.698272], [-1.431102, -0.910959, 4.974269], [-2.131255, -3.151904, -1.555082], [-0.733452, -3.823456, -2.058621], [-1.706902, -3.896312, -2.060856], [-4.800584, -0.478238, 3.699340], [-4.959155, -2.014916, 3.470520], [-4.988730, -1.102745, 3.031309], [-0.092610, -2.342598, 1.027430], [-0.420255, -3.951179, 1.154315], [0.222586, -3.243483, 1.207082], [-2.276629, -4.317056, 0.230024], [-1.358643, -5.428265, 0.246575], [-1.852208, -4.902164, 0.898847], [-1.769627, 3.617405, -0.556763], [-3.073762, 3.117018, 0.208798], [-2.234793, 3.487047, 0.248066], [-3.373302, -1.913257, 0.313124], [-4.288207, -1.131428, 1.370672], [-3.451997, -1.135384, 0.854319], [-3.177985, 0.818140, -6.021410], [-2.255018, 0.406673, -5.895546], [0.444144, 3.673512, 2.821797], [0.782728, 3.772690, 1.465092], [0.056014, 4.190702, 1.979354], [-1.244383, 2.068630, 0.395996], [1.542126, 0.104366, 2.198099], [4.799558, 4.386348, 0.908405], [3.032759, 2.825169, 4.385896], [-2.143902, 2.585285, -2.208740], [-1.946390, 0.342047, -4.997026], [-5.786846, 0.650872, -0.590396], [-5.144827, -0.047732, -0.454351], [-5.642359, 0.991453, 0.372762], [4.226905, -0.065469, 0.674664], [5.046563, 0.481901, 0.820644], [3.723429, -0.189264, 1.512456], [4.008188, -0.462792, 5.265155], [4.390203, -1.318064, 5.128192], [3.127633, -0.685772, 4.950502], [-1.946712, -1.555489, -0.977608], [-1.345187, -1.087638, -0.269813], [-1.575164, -1.255701, -1.802565], [3.395858, -1.709871, -0.894401], [3.468381, -0.807904, -1.172088], [4.203173, -2.234070, -0.954403], [-2.886869, 1.660048, 3.439600], [-3.212721, 1.535521, 4.300945], [-1.995425, 1.847100, 3.553704], [-0.304589, 1.564917, 5.219859], [0.298262, 1.791600, 5.880918], [0.125199, 0.945573, 4.612674]], "atomic_forces_ev_per_a": [[-0.616, -0.694, 0.947], [1.251, -0.016, 1.062], [-1.150, 0.245, -1.691], [0.648, 0.116, 0.440], [-0.044, -0.153, 1.179], [-1.018, 0.493, -0.086], [-0.294, -0.303, 0.566], [0.984, 1.095, -0.150], [-0.628, -1.286, -0.193], [-1.793, -0.517, 2.089], [-2.899, 1.443, 1.823], [4.197, -1.813, -2.983], [-0.946, 1.029, 0.011], [-2.390, -0.101, 0.225], [3.062, -1.189, -0.225], [-0.130, -0.759, 0.881], [-0.505, 0.533, 0.877], [0.742, -1.066, -0.797], [-2.858, 2.106, -1.390], [0.055, 0.254, -0.340], [0.308, -0.154, -0.254], [-0.746, 0.582, 1.713], [0.221, 1.629, 0.758], [-1.720, 1.042, -1.644], [1.498, -2.768, -0.056], [-0.617, 0.996, -0.061], [0.284, 0.134, 1.292], [0.347, -1.081, -1.503], [1.529, 1.193, -0.058], [0.881, 0.189, 0.269], [-1.887, -1.222, -0.317], [0.616, 1.746, -0.745], [0.366, -1.276, 0.087], [0.128, -0.924, 0.563], [0.097, -0.448, 0.460], [0.257, 1.371, -0.884], [-0.591, -0.631, -0.792], [-1.015, -0.277, 0.550], [1.358, -0.053, -0.874], [-0.203, -0.633, -0.346], [0.041, -0.306, -0.230], [0.165, 1.129, 0.393], [0.426, 0.461, -2.260], [-0.080, 2.932, -3.936], [-0.410, -3.537, 6.213], [0.119, -0.096, -0.749], [0.651, 0.499, 0.559], [-0.934, -0.435, 0.358], [-1.729, 1.194, -0.338], [-1.161, -0.827, -0.540], [1.698, 1.076, 0.057], [0.135, 0.714, -1.204], [0.597, 0.092, 1.236], [0.548, 0.627, 0.363], [1.146, 0.234, -0.713], [-1.780, -1.007, 0.111], [-1.076, 1.613, -0.618], [0.993, -0.541, 0.394], [-2.026, -0.405, -0.375], [-0.325, 0.078, 1.264], [3.017, -0.235, -0.108], [-2.024, -0.452, 0.270], [0.628, -0.024, -0.066], [1.449, 1.086, 0.030], [1.509, 0.327, 0.085], [-0.094, 1.407, -0.973], [-0.360, -1.893, 0.709], [-2.300, 1.160, -0.159], [-0.146, 1.273, 0.180], [2.380, -2.850, -0.190], [1.346, -0.869, -0.431], [-0.689, 0.423, 0.299], [-0.495, -0.061, -0.130], [0.461, 1.033, 1.130], [-0.002, 2.017, -0.898], [-0.714, -3.097, -0.073], [-0.465, -0.494, 0.359], [-0.949, -0.188, -0.316], [1.295, 1.372, 0.016], [-0.099, -0.330, 0.858], [0.268, -0.480, 0.302], [0.052, -0.077, -2.252], [-0.224, -0.071, -1.190], [-2.246, -1.166, -0.910], [2.057, 1.707, 2.461], [-0.523, -0.358, -0.149], [0.863, -0.405, 0.013], [-0.672, 0.576, 0.833], [2.491, -1.034, 1.105], [-1.805, 0.732, -1.822], [-1.610, 1.650, -2.713], [-0.719, 0.639, -0.832], [2.546, -2.814, 2.222], [-0.180, -0.860, -0.382], [0.106, -0.160, -0.179], [-0.281, -0.617, -0.983], [1.942, -1.162, 2.509], [-0.797, -0.396, -0.336], [-0.620, 0.385, 0.379], [0.145, 0.898, 3.251], [0.297, -0.685, -0.546], [-0.881, -0.181, -2.477], [2.298, 1.029, -0.415], [-1.540, -0.819, 0.322], [0.544, 0.949, -0.833], [-0.629, 0.230, -0.183], [1.068, -0.808, 0.107], [-0.462, 0.525, 0.083], [1.198, 1.189, 2.484], [-1.347, -1.437, -1.681], [0.806, 0.125, 0.246], [-1.396, -1.391, -0.008], [1.020, 0.647, 0.074], [0.574, 1.182, 0.569], [-2.043, -0.222, -2.129], [-0.531, -0.270, 1.783], [2.549, 0.550, 0.412], [-1.512, -0.258, -2.032], [1.649, 0.490, 1.540], [0.018, 0.228, 0.384]]}